# 1
This record from the Open Molecules 2025 dataset describes a molecular structure, C2H3O2 in a non-equilibrium geometry. The level of theory is wB97M-V/def2-TZVPD.

Each line ends with the Mulliken charge.
CARTESIAN COORDINATES (ANGSTROEM)
O -0.439 -0.512 0.540  0.146
O -1.468 -0.111 -0.366  -0.060
C 0.819 -0.545 -0.188  -0.177
C -0.657 0.832 0.072  0.158
H 0.825 -0.950 -1.190  0.299
H 1.688 -0.423 0.440  0.318
H -0.767 1.710 0.693  0.317

ΔE to the lowest compared entry with this formula, charge and spin, kJ/mol: 695.14
LUMO (alpha / beta), eV: -6.72 / -6.72
Total charge: +1
E_tot, eV: -6200.69764
HOMO level (alpha / beta), Ha: -0.5976 / -0.5976
Orbital gap (alpha / beta), Ha: 0.351 / 0.351


# 2
This record from the Open Molecules 2025 dataset describes a molecular structure, C7H5InLiO3 in a non-equilibrium geometry. The level of theory is wB97M-V/def2-TZVPD.

Each line ends with the Mulliken charge.
CARTESIAN COORDINATES (ANGSTROEM)
In 0.539 -2.339 1.611  0.557
O -1.075 1.961 -0.819  -0.708
O 2.914 -2.595 -1.166  -0.473
O 1.142 2.542 0.647  -0.663
C -0.783 0.837 -0.406  0.481
C 1.316 -0.995 -0.186  -0.986
C 1.026 1.309 0.767  0.108
C -2.015 -1.159 0.508  -0.569
C 2.165 -1.761 -0.763  0.527
C 0.824 0.354 -0.396  0.432
C -1.877 -0.149 -0.359  -0.137
Li -0.119 3.528 -0.352  0.908
H -2.592 -0.028 -1.176  0.371
H 1.458 0.834 1.669  0.355
H -1.238 -1.404 1.229  0.066
H -2.926 -1.760 0.498  0.293
H 1.239 0.825 -1.306  0.435

ΔE to the lowest compared entry with this formula, charge and spin, kJ/mol: 33.11
LUMO, eV: -5.12
Total charge: +1
E_tot, eV: -18852.21647
HOMO level, Ha: -0.4393
Orbital gap, Ha: 0.251


# 3
This record from the Open Molecules 2025 dataset describes a molecular structure, C7H14N in a non-equilibrium geometry. The level of theory is wB97M-V/def2-TZVPD.

Each line ends with the Mulliken charge.
CARTESIAN COORDINATES (ANGSTROEM)
N -0.418 2.358 0.901  -0.670
C 1.806 0.216 -0.705  -1.231
C -0.089 -0.396 1.739  -0.659
C -0.593 -0.137 0.442  0.373
C 0.366 -1.936 -1.111  -1.443
C 0.807 -1.254 1.303  -0.665
C -1.929 -0.189 -0.011  -1.078
C 0.672 -0.745 -0.184  1.496
H -0.466 -2.461 -0.568  0.394
H -2.106 -1.295 -0.311  0.258
H 1.406 0.699 -1.605  0.346
H -1.263 2.948 1.018  0.256
H 1.436 -2.174 1.636  0.363
H -0.031 -1.557 -2.149  0.310
H -0.465 -0.129 2.719  0.542
H 2.657 -0.515 -0.882  0.387
H -2.584 0.177 0.697  0.451
H 1.281 -2.615 -1.261  0.383
H 2.012 0.879 0.176  0.319
H 0.004 2.411 1.817  0.263
H 0.150 2.700 0.216  0.236
H -1.741 0.323 -0.967  0.369

ΔE to the lowest compared entry with this formula, charge and spin, kJ/mol: 278.20
LUMO, eV: -4.74
Total charge: +1
E_tot, eV: -8966.19447
HOMO level, Ha: -0.5288
Orbital gap, Ha: 0.355


# 4
This record from the Open Molecules 2025 dataset describes a molecular structure, C40H45AsIrO4P2S2. The level of theory is wB97M-V/def2-TZVPD.

Each line ends with the Löwdin spin population.
CARTESIAN COORDINATES (ANGSTROEM)
Ir -0.462 -0.380 1.877  1.316
As 0.429 0.572 -2.337  0.000
S -1.951 -0.406 0.084  0.236
S -1.940 0.094 3.370  1.216
P -3.757 0.413 0.873  0.101
P 0.453 1.837 1.985  0.178
O -4.785 -0.855 0.735  0.024
O -4.319 1.264 -0.374  0.024
O 1.013 -1.517 0.716  0.042
O 1.102 -1.831 3.831  0.600
C 1.283 -3.681 -4.542  0.000
C 1.755 2.410 0.844  0.043
C 1.822 0.947 -3.678  0.000
C -2.447 4.442 3.179  0.002
C -0.605 2.216 -2.610  0.001
C 1.800 2.961 4.173  -0.003
C -2.368 4.511 0.779  0.001
C -2.941 4.922 1.975  0.010
C -1.380 3.555 3.192  0.023
C 2.296 0.469 5.330  0.107
C -4.447 1.780 -2.705  0.001
C -0.118 -1.980 -3.541  0.000
C 3.967 -2.843 -1.854  0.000
C 1.263 1.825 3.580  0.146
C -5.847 -2.853 1.490  0.001
C 2.548 2.878 5.335  0.148
C 1.495 0.540 4.145  0.141
C 3.741 1.837 -0.400  -0.001
C 2.341 -3.236 -0.127  0.000
C 0.328 -3.687 1.414  0.014
C 1.951 3.750 0.518  0.015
C 2.656 1.455 0.376  0.012
C 0.984 -0.636 3.579  0.472
C 2.795 -4.546 0.004  0.001
C 3.923 3.172 -0.732  0.008
C -4.557 0.686 -1.669  0.008
C -0.414 -2.872 -2.508  0.001
C 2.938 -2.382 -1.054  0.001
C 0.121 -4.150 -2.501  0.000
C 3.025 4.127 -0.274  0.001
C 0.980 -4.558 -3.512  0.000
C 3.842 -4.997 -0.783  0.000
C 1.207 -2.733 0.676  0.010
C -4.629 -1.968 1.619  0.006
C 2.793 1.609 5.899  0.010
C -1.303 3.624 0.790  0.008
C 4.420 -4.149 -1.716  0.001
C 0.733 -2.406 -4.558  0.000
C -0.667 -0.588 -3.516  0.001
C -0.793 3.147 1.996  0.024
H -4.686 1.384 -3.693  0.000
H 1.943 -3.991 -5.342  0.000
H 0.851 -4.021 2.313  0.000
H 3.167 5.170 -0.525  0.000
H -5.141 2.590 -2.479  0.000
H 2.509 0.412 0.626  0.002
H -3.716 -2.507 1.347  0.000
H -5.751 -3.718 2.147  0.000
H -3.436 2.187 -2.727  0.000
H 3.387 1.532 6.801  -0.002
H 0.037 3.072 -2.394  0.000
H 2.948 3.770 5.795  0.010
H 4.201 -6.012 -0.674  0.000
H -0.681 -0.142 -4.512  0.000
H 4.415 -2.188 -2.590  0.000
H -0.133 -4.836 -1.701  0.000
H -1.459 2.224 -1.934  0.001
H -4.509 -1.612 2.646  0.006
H 4.765 3.470 -1.344  0.001
H 1.397 1.408 -4.571  0.000
H 0.965 -1.729 -5.373  0.000
H -0.870 3.295 -0.146  0.000
H 2.339 -5.213 0.724  0.000
H -3.823 -0.103 -1.852  0.003
H -5.548 0.232 -1.664  0.000
H 1.628 3.929 3.713  -0.003
H -3.777 5.609 1.967  0.001
H -1.080 -2.550 -1.713  0.002
H 2.309 0.011 -3.958  0.000
H 4.441 1.088 -0.749  0.000
H -1.682 -0.579 -3.114  0.001
H 2.561 -1.372 -1.152  0.000
H 2.489 -0.502 5.766  0.008
H -0.954 2.287 -3.642  0.000
H 1.403 -5.554 -3.501  0.000
H 0.093 -4.556 0.800  0.001
H 2.568 1.615 -3.249  0.000
H -2.756 4.871 -0.165  0.000
H 5.227 -4.508 -2.342  0.000
H -2.896 4.753 4.113  0.000
H -5.956 -3.206 0.464  0.000
H -0.583 -3.178 1.727  0.013
H 1.264 4.504 0.883  0.001
H -6.748 -2.306 1.765  0.000
H -1.001 3.176 4.133  0.007

ΔE to the lowest compared entry with this formula, charge and spin, kJ/mol: 15.93
LUMO (alpha / beta), eV: -0.38 / -1.68
Total charge: 0
Expectation value of S²: 8.8059
2S+1: 6
E_tot, eV: -154325.43758
HOMO level (alpha / beta), Ha: -0.1973 / -0.2962
Orbital gap (alpha / beta), Ha: 0.183 / 0.235


# 5
This record from the Open Molecules 2025 dataset describes a molecular structure, C40H44BrF4IrN3PSb in a non-equilibrium geometry. The level of theory is wB97M-V/def2-TZVPD.

Each line ends with the Mulliken charge.
CARTESIAN COORDINATES (ANGSTROEM)
Ir 0.371 -0.211 0.390  1.302
Sb -0.321 3.036 -0.115  0.841
Br -1.588 -1.906 -0.371  -0.028
P 1.853 -2.003 -0.145  -0.045
F -1.347 -7.050 -0.120  -0.228
F 2.762 -4.767 -0.078  -0.330
F -2.635 -4.647 -0.330  -0.298
F 1.394 -7.087 0.019  -0.240
N 0.424 0.821 4.599  0.494
N 3.858 3.198 9.884  -0.371
N 0.031 0.245 2.506  0.313
C -0.731 0.088 4.590  -0.384
C 3.068 -2.599 3.652  -0.766
C 0.854 0.884 3.326  -0.711
C 1.064 1.371 5.730  1.803
C 2.335 -2.343 2.511  -0.968
C 3.184 2.833 9.038  -0.082
C 2.396 -2.821 -2.783  -0.769
C 2.802 -2.076 -1.676  1.217
C 2.010 4.876 0.819  -1.691
C -3.184 4.393 -0.468  -1.576
C 3.215 -2.880 -3.896  -0.815
C -3.128 1.977 -1.140  -1.505
C 1.299 1.557 8.119  -1.155
C -2.746 3.005 -0.118  1.299
C 1.434 -4.744 -0.112  0.429
C 2.953 -2.358 1.256  0.825
C -0.055 5.059 2.230  -1.569
C 0.797 -3.507 -0.193  -0.595
C -3.038 2.580 1.294  -1.377
C -0.594 -3.516 -0.255  0.450
C 0.624 1.063 7.018  -0.621
C 0.507 5.041 0.826  1.298
C 3.991 -1.344 -1.720  -0.611
C 2.156 2.222 5.556  -0.246
C 2.839 2.705 6.652  -1.156
C 4.304 -2.675 1.149  -0.067
C 4.812 -1.435 -2.826  -0.961
C 0.096 1.292 -2.627  -1.239
C 0.738 -5.951 -0.076  0.267
C 2.423 2.363 7.939  0.412
C 0.800 2.508 -2.065  0.981
C 4.420 -2.897 3.544  -0.731
C -0.658 -5.934 -0.148  0.550
C -0.966 -0.264 3.297  -1.227
C -1.316 -4.703 -0.250  0.204
C 5.024 -2.957 2.297  -0.832
C 0.059 6.219 0.003  -1.433
C 2.188 2.117 -1.603  -1.340
C 4.425 -2.201 -3.917  -0.621
C 0.784 3.683 -3.010  -1.562
H 4.786 -2.757 0.188  0.616
H 3.699 3.343 6.518  0.466
H 1.270 3.395 -3.942  0.462
H -2.659 1.009 -0.959  0.126
H 2.580 -2.580 4.617  0.521
H -1.780 -0.840 2.904  0.635
H 0.208 4.155 2.781  0.340
H -2.965 5.113 0.317  0.321
H 2.324 3.920 1.241  0.319
H 5.058 -2.255 -4.789  0.474
H 5.753 -0.910 -2.834  0.498
H 1.771 1.337 3.012  0.458
H 1.268 -2.161 2.579  0.522
H -4.117 2.610 1.456  0.519
H 4.274 -0.727 -0.878  0.709
H 2.119 1.342 -0.816  0.080
H 2.753 2.962 -1.222  0.292
H 0.393 6.155 -1.031  0.310
H -0.229 3.991 -3.264  0.384
H -1.019 6.361 0.027  0.303
H 1.331 4.537 -2.616  0.357
H -2.703 1.558 1.471  0.255
H -2.766 4.738 -1.413  0.392
H -0.239 0.438 7.185  0.346
H 2.477 2.518 4.569  0.336
H -4.206 1.822 -1.067  0.560
H -1.304 -0.116 5.470  0.585
H 2.422 4.986 -0.182  0.341
H 2.738 1.697 -2.444  0.549
H -2.581 3.244 2.029  0.286
H 1.463 -3.366 -2.776  0.518
H 0.366 5.912 2.766  0.526
H -4.270 4.387 -0.597  0.521
H 6.060 -3.244 2.207  0.485
H -1.136 5.180 2.233  0.292
H -2.930 2.312 -2.155  0.361
H 0.963 1.314 9.114  0.493
H 2.447 5.666 1.433  0.549
H 2.909 -3.465 -4.748  0.486
H -0.907 1.507 -2.987  0.304
H 5.005 -3.092 4.428  0.447
H 0.511 7.120 0.427  0.491
H 0.049 0.488 -1.863  0.080
H 0.669 0.914 -3.473  0.554

ΔE to the lowest compared entry with this formula, charge and spin, kJ/mol: 350.47
LUMO (alpha / beta), eV: -11.17 / -11.12
Total charge: +3
E_tot, eV: -146212.11397
HOMO level (alpha / beta), Ha: -0.5807 / -0.5806
Orbital gap (alpha / beta), Ha: 0.170 / 0.172